[1]
Formula: C4H5OV
Source: the OMol25 dataset
Level of theory: ωB97M-V with the def2-TZVPD basis set

Cartesian coordinates (Å):
H  -0.978907  2.056286  -0.073001
C  0.873481  -1.558128  1.073654
C  -0.100797  -0.764491  0.542258
C  0.003849  0.651525  0.508336
C  -0.217908  1.381656  -0.699669
O  -0.618434  0.865901  -1.760887
V  -1.200313  1.193825  -3.380023
H  1.794405  -1.128419  1.472224
H  -0.968479  -1.225168  0.064203
H  0.821614  -2.643230  0.982912
H  0.591487  1.170243  1.269992

Cartesian forces (eV/Å) of the 3 atoms listed first:
1.1777 0.8869 -1.9232
-0.0013 0.4430 0.0638
-0.7011 -0.5170 0.4392

HOMO (alpha / beta) ... -18.1 / -18.7 eV
Total charge ... +2
Calculated total energy ... -31939.7512 eV
Multiplicity ... 5
LUMO energy (alpha / beta) ... -10.57 / -11.15 eV

[2]
Formula: C38H57BBr2Cl2F4MgN2O10
Source: the OMol25 dataset
Level of theory: ωB97M-V with the def2-TZVPD basis set

Cartesian coordinates (Å):
C  0.974219  2.933869  -0.320198
C  0.321082  1.840664  0.488242
N  -0.656598  0.812121  -0.118528
C  -1.103796  1.109327  -1.531994
C  0.019903  0.697426  -2.691663
C  -0.365894  1.223630  -4.196992
C  -1.939370  1.044946  -4.616295
C  -2.353376  -0.445110  -5.159532
C  -1.994809  -1.681849  -4.145062
C  -0.618570  -2.388181  -4.724648
C  -0.431763  -3.960920  -4.300328
O  0.772692  -4.076157  -3.449474
C  2.010676  -4.054681  -4.253332
C  0.189951  -0.468955  0.036067
C  1.822701  -0.336025  0.054339
C  2.409150  -1.874887  -0.238229
C  3.404557  -1.827326  -1.549948
C  4.741507  -0.879285  -1.346484
C  4.786107  0.266111  -2.559979
C  -0.162588  -0.821812  1.632647
C  -1.793382  -0.740326  1.500388
N  -2.681467  -1.081846  2.673569
C  -4.144724  -0.884232  2.223980
O  -4.621043  -1.381092  1.065402
F  -5.117659  -0.175123  3.092656
C  -2.636287  -2.590715  2.994040
O  -1.830895  -3.467112  2.389871
F  -3.587264  -3.170173  4.013832
C  -1.940001  0.700302  0.731991
C  -2.361530  2.045745  1.631960
C  -2.715724  3.353628  0.652440
C  -1.773549  4.699671  0.915694
C  -1.926195  6.072279  0.029514
C  -3.050687  6.081580  -1.168238
C  -3.173527  7.435684  -2.085727
C  -4.017012  4.741627  -1.415975
C  -3.868919  3.341228  -0.523599
H  0.676942  4.067521  -0.262776
H  1.886227  2.638253  -1.002721
H  0.581030  1.866598  1.653141
H  -2.091496  0.523465  -1.858353
H  -1.401754  2.262055  -1.618469
H  0.109086  -0.482996  -2.753130
H  1.097889  1.138440  -2.452072
H  -0.140801  2.389381  -4.211719
H  0.308321  0.735102  -5.019764
H  -2.715826  1.345819  -3.794541
H  -2.126506  1.793334  -5.527526
H  -3.540983  -0.439004  -5.271272
H  -1.908426  -0.555418  -6.241368
H  -2.854155  -2.493470  -4.260230
H  -1.951658  -1.397458  -3.010915
H  0.366181  -1.810867  -4.467158
H  -0.718838  -2.356217  -5.910229
H  -0.334208  -4.580926  -5.313224
H  -1.416887  -4.271238  -3.713996
H  2.229542  -5.051817  -4.834716
H  2.048640  -3.153225  -5.030318
H  2.898263  -3.859758  -3.502950
H  -0.308366  -1.272760  -0.667772
H  2.275668  0.328582  -0.806486
H  2.273959  -0.051712  1.123091
H  1.483046  -2.603843  -0.406401
H  3.055702  -2.226442  0.698099
H  3.797933  -2.914214  -1.756530
H  2.765999  -1.390453  -2.437564
H  5.698839  -1.553479  -1.482870
H  4.767665  -0.316705  -0.317173
H  5.759244  0.944639  -2.500365
H  3.829644  0.943236  -2.585913
H  4.855379  -0.276542  -3.617709
H  0.227839  -1.916306  1.770104
H  0.295501  -0.136331  2.462767
H  -2.047475  -1.523420  0.654230
H  -2.962711  0.540390  0.136885
H  -3.387087  1.799239  2.180361
H  -1.585880  2.297234  2.470692
H  -0.942120  4.670639  1.770030
H  -1.201518  6.958432  0.277075
H  -4.009223  7.274466  -2.914186
H  -3.290271  8.434880  -1.488270
H  -2.152437  7.515628  -2.699059
H  -4.794080  4.852841  -2.310185
H  -4.530855  2.392643  -0.727815
C  2.736714  3.044371  4.714353
C  3.861433  2.976003  3.700584
C  4.268655  4.319525  3.175155
O  4.790813  4.001132  1.897565
C  4.131338  2.874230  1.487382
O  4.153994  2.438084  0.350955
O  3.439799  2.308588  2.522255
H  2.349042  2.043076  4.927273
H  3.077082  3.499424  5.649279
H  1.894632  3.629804  4.329186
H  4.713925  2.424578  4.115522
H  5.026495  4.802620  3.797293
H  3.426517  5.007191  3.039033
Br  1.882341  5.575223  5.242400
Mg  4.582341  -3.394164  -0.114743
Br  6.382341  1.917957  -4.054137
Cl  -5.121276  -0.212450  8.409086
C  -4.436033  -1.514693  7.404992
C  -5.409577  -1.991463  6.339591
Cl  -6.804121  -2.852554  7.038121
H  -4.133319  -2.330704  8.068463
H  -3.536612  -1.109530  6.932164
H  -4.909411  -2.693978  5.666227
H  -5.790920  -1.158974  5.740259
B  1.276654  -8.288169  2.074080
O  1.876837  -8.127928  0.745244
C  2.619133  -7.012892  0.777987
O  3.258256  -6.587991  -0.170872
C  2.540901  -6.414598  2.082790
O  3.101575  -5.391063  2.439599
O  1.749183  -7.152331  2.873038
F  1.714697  -9.538953  2.673819
F  -0.174324  -8.261622  1.974922

Cartesian forces (eV/Å) of the 3 atoms listed first:
-0.4722 -2.4320 0.5099
1.0154 4.9885 -0.2646
1.8087 -0.2655 0.1798

HOMO ... -6.7 eV
Calculated total energy ... -245880.1220 eV
LUMO energy ... -5.29 eV

[3]
Formula: C3H6O2S
Source: the OMol25 dataset
Level of theory: ωB97M-V with the def2-TZVPD basis set

Cartesian coordinates (Å):
C  0.995397  0.444526  1.703148
C  -0.077846  0.126535  0.711498
C  0.209118  -0.390499  -0.480857
S  -1.111845  -0.336413  -1.675061
O  -2.392458  -0.120886  -1.049788
O  -0.812153  0.425194  -2.854050
H  1.792856  -0.277403  1.901553
H  1.686440  1.013360  1.115714
H  0.760462  0.943502  2.662407
H  -1.106883  0.480020  0.884511
H  1.045266  -0.667281  -0.931073
H  -0.988354  -1.640654  -1.988001

Cartesian forces (eV/Å) of the 3 atoms listed first:
0.9733 0.0268 0.4164
0.3846 -0.0396 0.2373
-5.0968 2.2071 1.1603

HOMO ... -10.6 eV
Calculated total energy ... -18135.9831 eV
SMILES ... C/C=C/[SH](=O)=O
Relative energy (zero: lowest compared OMol25 entry of this formula, charge and spin) ... 68.4 kcal/mol
LUMO energy ... 0.52 eV

[4]
Formula: C26H33N4O6S2
Source: the OMol25 dataset
Level of theory: ωB97M-V with the def2-TZVPD basis set

Cartesian coordinates (Å):
C  2.341346  3.502541  3.271471
C  1.609230  3.699140  4.588556
N  0.667364  2.587324  4.860760
C  0.406262  2.410194  6.311161
C  1.551758  1.683682  6.996817
C  -0.586372  2.700475  4.075796
C  -1.118063  1.321210  3.684537
N  -0.403256  0.735486  2.551119
C  0.790096  0.107707  2.757055
O  1.445211  0.340639  3.776751
C  1.241469  -0.859427  1.742006
C  2.575969  -0.855753  1.339660
C  2.997975  -1.736750  0.360153
C  2.096428  -2.632799  -0.182317
S  2.616124  -3.697449  -1.548476
O  4.040925  -3.772992  -1.501035
O  1.813357  -4.877236  -1.500607
N  2.211023  -2.883423  -2.927761
C  2.959972  -1.709057  -3.304645
C  2.201450  -0.436628  -2.911008
O  0.886817  -0.440554  -3.426029
C  0.149944  -1.563920  -2.991915
C  0.841912  -2.873789  -3.383472
C  0.791032  -2.704061  0.272395
C  0.354519  -1.810718  1.231151
C  -1.009267  0.859650  1.307609
N  -2.275136  0.991676  1.171351
C  -2.631326  1.170375  -0.132803
C  -3.928351  1.292446  -0.613555
C  -4.133647  1.441900  -1.973774
C  -3.036961  1.496492  -2.865999
C  -1.737370  1.357262  -2.396334
C  -1.547930  1.196673  -1.040309
S  -0.048685  1.007611  -0.175534
O  -3.208314  1.687486  -4.198150
C  -4.500763  2.135070  -4.562530
C  -5.562742  1.337837  -3.812293
O  -5.416441  1.524159  -2.417363
H  3.049044  4.313992  3.129379
H  1.667171  3.497858  2.418428
H  2.896137  2.567446  3.283476
H  2.340315  3.728928  5.396344
H  1.052831  4.639935  4.595176
H  1.121063  1.665957  4.514585
H  -0.504674  1.820123  6.423508
H  0.235798  3.391707  6.760536
H  1.282809  1.483073  8.029689
H  2.466672  2.269059  7.002241
H  1.749596  0.733954  6.505495
H  -1.332508  3.237822  4.664748
H  -0.393230  3.273711  3.167675
H  -2.161795  1.398322  3.374222
H  -1.047335  0.627548  4.526663
H  3.261912  -0.146508  1.776279
H  4.018606  -1.750368  0.012578
H  3.931349  -1.765690  -2.815898
H  3.101176  -1.725895  -4.390690
H  2.683922  0.445999  -3.333353
H  2.166767  -0.342494  -1.813324
H  -0.826735  -1.484203  -3.471774
H  0.022338  -1.520184  -1.898381
H  0.343809  -3.737880  -2.946289
H  0.843840  -2.971571  -4.474434
H  0.138900  -3.463376  -0.129471
H  -0.664236  -1.850364  1.588319
H  -4.771982  1.256979  0.053965
H  -0.915161  1.371561  -3.092518
H  -4.603133  3.200982  -4.321336
H  -4.581204  1.993175  -5.640310
H  -5.461862  0.272119  -4.055667
H  -6.567702  1.677778  -4.062728

Cartesian forces (eV/Å) of the 3 atoms listed first:
-0.0841 -0.0195 0.1102
0.4702 0.3979 -0.2139
0.3170 -0.4608 -0.1296

HOMO ... -10.4 eV
Total charge ... +1
Calculated total energy ... -67407.6031 eV
SMILES ... CC[NH+](CC)CCN(C(=O)c1ccc(S(=O)(=O)N2CCOCC2)cc1)c1nc2cc3c(cc2s1)OCCO3
Relative energy (zero: lowest compared OMol25 entry of this formula, charge and spin) ... 0.0 kcal/mol
LUMO energy ... -3.09 eV